{
  "formula": "C3H7NS2",
  "method": "wB97M-V/def2-TZVPD",
  "species": ["C", "C", "C", "H", "H", "H", "H", "H", "H", "H", "N", "S", "S"],
  "coordinates": [[0.477, -0.901, 0.983], [-0.030, -0.328, -0.348], [-1.377, 0.333, -0.157], [1.395, -1.510, 0.914], [-0.302, -1.566, 1.383], [0.536, -0.079, 1.704], [-0.216, -1.146, -1.074], [0.738, 0.794, -1.856], [1.897, 0.253, -0.861], [-0.047, 2.167, 0.186], [0.952, 0.613, -0.885], [-1.363, 2.007, 0.277], [-2.660, -0.638, -0.266]],
  "relative_energy_kj_mol": 45.9,
  "lumo_energy_ev": -0.05,
  "smiles": "C[C@H](N)C(=S)S",
  "gap_ev": 8.60
}